Record 1
This record from OMol25 describes a molecular structure, C4H8FN. The level of theory is ωB97M-V/def2-TZVPD.

Each line ends with the Löwdin charge.
Cartesian coordinates (Å):
C: 1.447 0.446 -0.439  -0.296
C: 0.049 0.903 -0.043  -0.152
C: -0.782 -0.142 -0.174  -0.154
C: -2.139 -0.077 0.517  -0.158
H: 1.463 -0.862 1.044  0.060
H: 2.555 -1.592 -0.321  0.116
H: 2.088 1.334 -0.043  0.113
H: 1.627 0.636 -1.457  0.069
H: -0.008 1.905 0.291  0.088
H: -0.217 -1.117 -1.037  0.239
H: -2.399 -1.057 1.164  0.136
H: -2.429 0.966 1.144  0.165
N: 1.697 -1.016 0.056  -0.055
F: -2.951 -0.327 -0.701  -0.170

As for the net charge: 0. The orbital gap comes out at 0.362 hartree. The spin multiplicity is 1. The value obtained for the energy above the lowest of the compared OMol25 structures with the same formula, charge and spin is 103.3 kcal/mol.

Record 2
This record from OMol25 describes a molecular structure, C5H8NP. The level of theory is ωB97M-V/def2-TZVPD.

Each line ends with the Löwdin charge.
Cartesian coordinates (Å):
C: -2.245 0.119 -0.564  -0.115
C: -2.047 -0.676 0.600  -0.086
C: -1.225 1.003 -0.741  -0.154
C: -0.751 -0.439 0.930  -0.156
C: 2.485 -0.576 -0.550  -0.116
N: -0.269 0.705 0.239  -0.452
P: 1.246 1.397 0.251  0.908
H: -3.043 -0.053 -1.309  0.105
H: -2.566 -1.534 0.908  0.083
H: -0.988 1.804 -1.340  0.066
H: -0.174 -0.794 1.782  0.107
H: 3.251 -0.745 0.234  -0.014
H: 3.079 -0.302 -1.532  0.036
H: 1.630 -1.125 -0.489  -0.085
H: 1.616 1.215 1.582  -0.127

As for the net charge: 0. The orbital gap comes out at 0.327 hartree. The spin multiplicity is 1. The value obtained for the energy above the lowest of the compared OMol25 structures with the same formula, charge and spin is 48.6 kcal/mol.

Record 3
This record from OMol25 describes 11 unconnected molecules or ions with the total composition C33H66O33. The level of theory is ωB97M-V/def2-TZVPD.

Each line ends with the Löwdin charge.
Cartesian coordinates (Å):
C: -3.634 1.180 -5.949  -0.029
O: -4.234 1.370 -7.216  0.011
C: -4.373 0.393 -8.045  -0.613
O: -4.368 -0.822 -7.773  0.089
O: -4.484 0.967 -9.243  -0.009
C: -4.287 0.228 -10.463  -0.024
H: -4.234 0.419 -5.451  0.098
H: -3.685 2.087 -5.346  0.093
H: -2.570 0.946 -5.991  0.101
H: -5.102 -0.474 -10.641  0.096
H: -3.316 -0.253 -10.349  0.096
H: -4.147 0.881 -11.324  0.090
C: 1.019 -2.575 -0.825  -0.034
O: 0.915 -1.683 0.286  0.053
C: -0.103 -0.929 0.446  -0.634
O: -1.122 -0.806 -0.260  0.075
O: 0.091 -0.164 1.511  -0.008
C: -0.896 0.833 1.919  -0.011
H: 0.797 -2.035 -1.746  0.089
H: 0.357 -3.425 -0.989  0.097
H: 1.994 -2.966 -1.118  0.095
H: -0.723 1.050 2.973  0.090
H: -1.934 0.505 1.872  0.091
H: -0.703 1.689 1.273  0.097
C: 4.805 -5.511 -12.685  -0.039
O: 3.941 -6.424 -11.984  0.001
C: 3.502 -5.965 -10.802  -0.641
O: 3.245 -4.818 -10.489  0.119
O: 3.258 -7.023 -10.100  0.034
C: 2.688 -6.758 -8.835  -0.046
H: 5.405 -6.120 -13.361  0.092
H: 5.522 -5.038 -12.014  0.095
H: 4.277 -4.727 -13.228  0.094
H: 3.344 -6.125 -8.236  0.095
H: 2.481 -7.647 -8.240  0.099
H: 1.800 -6.131 -8.918  0.099
C: 3.705 1.601 6.810  -0.009
O: 3.882 1.602 8.228  0.005
C: 2.912 1.511 9.063  -0.561
O: 1.717 1.206 8.813  0.079
O: 3.478 1.861 10.257  -0.002
C: 2.820 1.620 11.458  -0.086
H: 3.306 0.631 6.514  0.103
H: 4.735 1.741 6.481  0.094
H: 3.205 2.496 6.439  0.102
H: 3.078 2.382 12.194  0.093
H: 2.926 0.652 11.948  0.094
H: 1.735 1.708 11.389  0.090
C: -1.722 7.441 -1.803  -0.035
O: -0.309 7.687 -2.039  -0.028
C: 0.650 7.353 -1.097  -0.653
O: 0.588 6.983 -0.018  0.194
O: 1.772 7.468 -1.775  -0.010
C: 3.128 7.177 -1.257  0.001
H: -2.209 8.314 -1.369  0.085
H: -1.930 6.612 -1.127  0.090
H: -2.150 7.314 -2.798  0.089
H: 3.928 6.948 -1.960  0.088
H: 3.187 6.320 -0.586  0.085
H: 3.359 8.050 -0.647  0.092
C: -1.772 -4.192 4.521  -0.024
O: -0.769 -3.832 5.486  -0.039
C: 0.273 -4.659 5.797  -0.619
O: 0.409 -5.798 5.431  0.122
O: 1.123 -4.039 6.556  0.020
C: 2.295 -4.698 7.042  -0.032
H: -2.331 -3.261 4.430  0.094
H: -2.337 -4.920 5.101  0.096
H: -1.335 -4.586 3.603  0.098
H: 2.876 -5.306 6.348  0.094
H: 1.916 -5.399 7.786  0.098
H: 3.054 -4.079 7.519  0.092
C: -3.366 7.817 6.847  -0.008
O: -4.104 7.811 8.105  0.020
C: -4.432 8.978 8.578  -0.533
O: -4.042 10.087 8.127  0.058
O: -5.015 8.865 9.836  -0.033
C: -5.478 10.012 10.516  -0.068
H: -3.689 6.888 6.378  0.089
H: -2.308 7.665 7.058  0.097
H: -3.533 8.660 6.176  0.097
H: -4.728 10.802 10.535  0.094
H: -5.582 9.609 11.523  0.092
H: -6.464 10.370 10.220  0.094
C: -5.743 -9.773 -4.345  -0.069
O: -5.049 -8.618 -3.987  -0.059
C: -3.711 -8.637 -3.619  -0.492
O: -2.944 -9.589 -3.692  0.116
O: -3.265 -7.391 -3.245  -0.010
C: -4.133 -6.239 -3.142  -0.044
H: -6.755 -9.444 -4.584  0.098
H: -5.756 -10.486 -3.520  0.097
H: -5.287 -10.317 -5.172  0.096
H: -3.696 -5.452 -3.756  0.090
H: -4.146 -5.877 -2.114  0.089
H: -5.166 -6.307 -3.483  0.088
C: 7.718 -6.413 -5.563  -0.076
O: 7.963 -5.051 -5.566  -0.007
C: 8.526 -4.397 -6.594  -0.517
O: 9.345 -4.838 -7.384  0.120
O: 8.130 -3.060 -6.471  -0.034
C: 8.694 -2.046 -7.345  -0.045
H: 8.535 -7.066 -5.256  0.099
H: 7.256 -6.827 -6.459  0.098
H: 6.887 -6.523 -4.866  0.094
H: 9.782 -2.012 -7.297  0.092
H: 8.200 -1.076 -7.275  0.091
H: 8.529 -2.300 -8.392  0.084
C: 7.607 0.174 -0.124  -0.049
O: 6.389 -0.115 -0.815  0.015
C: 6.093 0.774 -1.772  -0.607
O: 6.831 1.661 -2.280  0.069
O: 4.904 0.552 -2.156  0.034
C: 4.336 1.351 -3.144  -0.046
H: 7.819 -0.641 0.568  0.093
H: 7.547 1.102 0.445  0.097
H: 8.468 0.274 -0.785  0.094
H: 4.535 2.415 -3.012  0.101
H: 3.307 1.015 -3.268  0.102
H: 4.806 1.192 -4.114  0.098
C: -10.429 5.890 9.798  -0.036
O: -9.261 5.222 9.257  -0.009
C: -9.199 4.527 8.096  -0.569
O: -10.121 4.358 7.318  0.115
O: -7.938 4.115 7.963  0.003
C: -7.470 3.607 6.733  -0.057
H: -10.468 6.865 9.313  0.091
H: -10.499 6.115 10.862  0.086
H: -11.405 5.425 9.662  0.089
H: -6.539 3.130 7.038  0.092
H: -7.198 4.351 5.985  0.097
H: -8.003 2.779 6.264  0.097

As for the net charge: 0. The orbital gap comes out at 0.395 hartree. The spin multiplicity is 1. The value obtained for the energy above the lowest of the compared OMol25 structures with the same formula, charge and spin is 168.8 kcal/mol. As for the SMILES: COC(=O)OC.COC(=O)OC.COC(=O)OC.COC(=O)OC.COC(=O)OC.COC(=O)OC.COC(=O)OC.COC(=O)OC.COC(=O)OC.COC(=O)OC.COC(=O)OC.

Record 4
This record from OMol25 describes a single C9H10 molecule. The level of theory is ωB97M-V/def2-TZVPD.

Each line ends with the Löwdin charge.
Cartesian coordinates (Å):
C: 3.599 -1.149 0.131  0.085
C: 2.492 -0.489 0.061  -0.239
C: 0.711 1.297 0.069  -0.343
C: 1.428 2.393 0.129  0.104
C: -0.823 1.310 0.010  -0.142
C: -1.363 0.007 -0.670  -0.239
C: -0.533 -1.187 -0.376  -0.196
C: 1.291 0.008 0.086  -0.016
C: -0.832 -2.173 0.659  -0.107
H: 2.487 2.274 0.235  0.072
H: 1.031 3.443 0.071  0.101
H: -1.227 1.213 1.143  0.163
H: -1.182 2.254 -0.526  0.128
H: -2.446 -0.066 -0.442  0.110
H: -1.403 0.066 -1.841  0.141
H: -0.302 -1.639 -1.319  0.100
H: -2.005 -2.216 0.615  0.120
H: -0.347 -2.143 1.634  0.077
H: -0.575 -3.204 0.329  0.080

As for the net charge: 0. The orbital gap comes out at 0.256 hartree. The spin multiplicity is 1. The value obtained for the energy above the lowest of the compared OMol25 structures with the same formula, charge and spin is 144.9 kcal/mol.

Record 5
This record from OMol25 describes a molecular structure, C23H18FFeO3. The level of theory is ωB97M-V/def2-TZVPD.

Each line ends with the Löwdin charge.
Cartesian coordinates (Å):
F: 1.774 -3.133 4.986  0.025
C: 1.652 -1.992 4.239  -0.264
C: 0.511 -1.209 4.413  -0.013
C: 0.388 -0.085 3.621  -0.028
C: 1.390 0.299 2.672  -0.210
C: 1.098 1.469 1.927  -0.006
C: 1.811 2.194 0.942  -0.217
C: 1.143 3.357 0.443  -0.043
C: 1.681 4.119 -0.575  -0.094
C: 2.910 3.754 -1.152  -0.096
C: 3.592 2.626 -0.677  -0.091
C: 3.076 1.867 0.371  -0.030
C: 2.541 -0.532 2.561  -0.016
C: 2.665 -1.682 3.335  -0.011
H: -0.259 -1.473 5.137  0.118
H: -0.496 0.549 3.719  0.115
H: 0.132 1.908 2.181  0.108
H: 0.181 3.628 0.881  0.112
H: 1.137 4.999 -0.923  0.101
H: 3.330 4.353 -1.962  0.096
H: 4.543 2.329 -1.132  0.102
H: 3.647 1.021 0.736  0.079
H: 3.337 -0.280 1.870  0.083
H: 3.535 -2.329 3.234  0.118
O: -5.522 -2.878 -1.947  0.073
C: -4.763 -2.167 -2.466  -0.222
Fe: -3.434 -1.313 -3.203  0.084
C: -3.441 -1.995 -4.858  -0.202
O: -3.466 -2.374 -5.956  0.030
C: -4.489 0.067 -3.510  -0.215
O: -5.463 0.628 -3.816  0.038
C: -1.103 -2.620 -0.875  -0.092
C: -0.370 -1.717 0.080  -0.225
C: 0.389 -0.636 -0.603  -0.137
C: -0.176 0.320 -1.407  -0.149
C: -1.527 0.372 -1.811  -0.120
C: -2.469 -0.695 -1.585  -0.341
C: -2.040 -2.106 -1.699  -0.193
H: -0.882 -3.690 -0.812  0.088
H: -1.112 -1.245 0.757  0.121
H: 0.313 -2.328 0.689  0.095
H: 1.462 -0.609 -0.398  0.078
H: 0.458 1.155 -1.734  0.086
H: -1.891 1.286 -2.302  0.082
H: -3.288 -0.471 -0.874  0.113
H: -2.507 -2.741 -2.515  0.072

Its expectation value of S² is 6.1369. As for the net charge: -1. The orbital gap (alpha / beta) comes out at 0.152 / 0.188 hartree. The spin multiplicity is 5.

Record 6
This record from OMol25 describes a molecular structure, C30H26MnN5O3. The level of theory is ωB97M-V/def2-TZVPD.

Each line ends with the Löwdin charge.
Cartesian coordinates (Å):
Mn: -0.133 0.697 0.533  0.704
O: 1.935 0.795 -0.474  -0.065
C: 2.734 1.597 -1.027  -0.373
C: 3.992 1.117 -1.515  -0.031
C: 4.918 1.936 -2.093  -0.125
C: 4.654 3.302 -2.261  -0.149
C: 3.445 3.803 -1.850  -0.087
C: 2.473 2.999 -1.230  -0.153
C: 1.226 3.587 -0.860  -0.114
N: 0.256 3.032 -0.235  0.002
C: -0.933 3.812 -0.013  -0.242
C: -2.152 3.030 -0.507  -0.229
N: -2.165 1.729 0.117  -0.014
C: -3.134 0.931 -0.209  -0.112
C: -3.334 -0.386 0.290  -0.166
C: -4.288 -1.222 -0.313  -0.076
C: -4.411 -2.545 0.026  -0.137
C: -3.582 -3.077 1.021  -0.113
C: -2.674 -2.285 1.668  -0.035
C: -2.500 -0.912 1.343  -0.396
O: -1.632 -0.205 1.950  -0.096
H: 4.178 0.059 -1.397  0.102
H: 5.862 1.530 -2.436  0.090
H: 5.393 3.945 -2.722  0.078
H: 3.222 4.856 -1.998  0.097
H: 1.113 4.644 -1.167  0.115
H: -0.882 4.793 -0.524  0.105
H: -1.046 3.988 1.065  0.101
H: -2.090 2.941 -1.602  0.120
H: -3.067 3.589 -0.260  0.112
H: -3.857 1.267 -0.973  0.127
H: -4.917 -0.812 -1.097  0.100
H: -5.116 -3.185 -0.486  0.082
H: -3.656 -4.129 1.266  0.092
H: -2.024 -2.694 2.429  0.105
C: 2.162 -2.493 2.386  -0.027
C: 1.481 -1.207 2.003  -0.251
N: 0.656 -1.131 0.975  -0.026
N: 0.299 -2.126 0.188  0.109
C: -0.459 -1.680 -0.809  -0.384
O: -0.695 -0.409 -0.934  -0.112
C: -1.019 -2.614 -1.769  -0.130
C: -0.848 -3.998 -1.654  -0.024
C: -1.363 -4.845 -2.611  -0.097
C: -2.058 -4.343 -3.703  -0.100
C: -2.259 -2.974 -3.809  -0.091
C: -1.753 -2.118 -2.855  -0.013
C: 1.664 0.015 2.683  -0.166
C: 2.578 0.188 3.748  -0.019
C: 2.709 1.397 4.369  -0.077
C: 1.888 2.461 3.950  -0.066
C: 1.031 2.249 2.893  -0.111
N: 0.905 1.098 2.238  0.059
H: 1.802 -3.276 1.725  0.061
H: 1.944 -2.764 3.420  0.077
H: 3.243 -2.407 2.270  0.078
H: -0.306 -4.379 -0.803  0.105
H: -1.222 -5.912 -2.510  0.093
H: -2.442 -5.013 -4.462  0.092
H: -2.803 -2.571 -4.652  0.095
H: -1.899 -1.052 -2.927  0.116
H: 3.186 -0.653 4.044  0.101
H: 3.426 1.545 5.164  0.099
H: 1.941 3.422 4.435  0.092
H: 0.407 3.064 2.545  0.099

Its expectation value of S² is 1.2482. As for the net charge: -1. The orbital gap (alpha / beta) comes out at 0.234 / 0.221 hartree. The spin multiplicity is 2. The value obtained for the energy above the lowest of the compared OMol25 structures with the same formula, charge and spin is 22.2 kcal/mol.